No. 1
Here is a molecular structure, C37H31HfN8O4S4 at a distorted geometry from the OMol25 dataset. Energies are from ωB97M-V/def2-TZVPD.

Summary:
- Charge: +1
- Highest occupied orbital energy: -0.37742 hartree
- Multiplicity: 1
- Strongest force on any atom: 5.36 eV Å⁻¹
- E: -103625.326 eV
- Relative energy (zero: lowest compared OMol25 entry of this formula, charge and spin): 0.00 kcal/mol

Each line ends with the Löwdin charge.
Element x y z (Å)
1 Hf -3.260 -0.220 0.481  1.648
2 S -5.215 -1.848 4.663  1.072
3 S -1.236 1.709 -2.232  0.603
4 S -6.900 -2.818 -1.540  1.118
5 S 2.823 -0.939 -1.565  0.897
6 O -0.023 2.139 -1.565  -0.275
7 O -2.143 2.602 -2.734  -0.230
8 O 2.333 -1.696 -0.351  -0.534
9 O -2.626 -1.619 -1.229  -0.112
10 N -5.413 -0.798 -2.404  0.150
11 N -4.630 -0.764 2.394  -0.035
12 N -2.096 1.448 1.329  -0.119
13 N -3.624 0.349 4.167  0.147
14 N -2.045 0.607 -1.311  -0.160
15 N -5.344 -1.285 -0.140  -0.050
16 N -1.867 -1.208 1.825  -0.108
17 N 6.482 2.152 3.351  0.159
18 C 5.381 2.007 -1.389  -0.059
19 C 5.464 -0.639 -0.662  -0.042
20 C 0.294 -2.038 1.702  0.017
21 C -5.519 -1.860 2.158  -0.323
22 C 3.390 -2.183 -2.681  -0.251
23 C -0.647 0.960 -4.867  -0.014
24 C 5.420 1.885 2.941  -0.148
25 C -1.068 0.544 -3.585  -0.175
26 C 1.414 0.681 2.169  -0.150
27 C -1.489 -0.795 -3.242  -0.103
28 C 6.665 0.113 -0.637  0.001
29 C -0.615 -0.049 -5.808  -0.083
30 C -2.015 -0.644 -1.827  -0.460
31 C 7.757 2.458 -0.843  -0.024
32 C -0.522 -0.890 1.738  -0.267
33 C -5.822 -1.540 -1.384  -0.703
34 C -1.009 -1.313 -5.499  -0.065
35 C 4.206 1.267 -1.454  -0.105
36 C -6.025 -2.484 3.225  -0.300
37 C -1.863 -2.575 1.845  -0.151
38 C -5.925 -2.116 0.736  -0.374
39 C -0.797 1.550 1.915  -0.215
40 C 6.579 1.478 -0.981  -0.246
41 C 1.975 1.757 1.433  0.011
42 C 3.438 0.583 3.530  -0.005
43 C -0.704 2.845 2.564  0.000
44 C 2.169 0.143 3.227  0.012
45 C 3.264 2.191 1.753  -0.014
46 C -0.595 -3.138 1.802  -0.024
47 C 4.270 -0.061 -1.107  -0.419
48 C -1.870 3.483 2.317  -0.070
49 C -1.466 -1.785 -4.214  0.021
50 C -2.672 2.654 1.497  -0.154
51 C -4.440 -0.610 3.676  -0.663
52 C -6.815 -3.003 0.250  -0.268
53 C 4.025 1.485 2.662  -0.218
54 C 0.001 0.397 1.949  -0.038
55 H 7.836 2.855 0.158  0.079
56 H -4.526 1.219 -0.090  -0.068
57 H -2.060 4.471 2.703  0.106
58 H 8.720 2.052 -0.999  0.066
59 H 1.666 -0.555 3.841  0.113
60 H -3.568 2.924 1.000  0.067
61 H 3.326 1.783 -1.814  0.109
62 H -7.310 -3.820 0.747  0.077
63 H 1.339 -2.029 1.613  0.078
64 H 4.190 -2.719 -2.232  0.035
65 H -0.858 -2.220 -6.136  0.125
66 H 5.522 -1.697 -0.450  0.111
67 H 2.517 -2.861 -2.838  0.068
68 H 7.607 -0.237 -0.231  0.117
69 H 3.638 -1.739 -3.688  0.084
70 H -0.390 1.980 -5.125  0.128
71 H -1.780 -2.784 -3.891  0.129
72 H -6.623 -3.372 3.192  0.086
73 H -3.318 1.121 3.611  0.080
74 H 5.434 3.068 -1.645  0.121
75 H -2.814 -3.139 1.841  0.120
76 H -0.202 0.131 -6.816  0.130
77 H 3.766 2.937 1.136  0.124
78 H -0.205 -4.136 1.841  0.103
79 H -4.855 0.006 -2.225  0.074
80 H 1.485 2.089 0.527  0.109
81 H -5.897 -0.791 -3.240  0.090
82 H 0.087 3.152 3.253  0.130
83 H 7.557 3.263 -1.511  0.064
84 H 4.118 0.168 4.237  0.120
85 H -3.455 0.314 5.178  0.124

Cartesian forces (eV/Å) of the 3 atoms listed first:
-1.065 0.398 -1.020
-0.437 0.465 -0.479
3.268 -3.592 1.057

=====

No. 2
Here is a molecular structure, C37H31N2O2P2S3W from the OMol25 dataset. Energies are from ωB97M-V/def2-TZVPD.

Summary:
- Charge: +1
- Highest occupied orbital energy (alpha / beta): -0.36339 / -0.41277 hartree
- Multiplicity: 3
- Strongest force on any atom: 0.80 eV Å⁻¹
- E: -98852.172 eV
- Expectation value of S²: 2.018
- Relative energy (zero: lowest compared OMol25 entry of this formula, charge and spin): 0.00 kcal/mol

Each line ends with the Löwdin charge.
Element x y z (Å)
1 W 0.435 -0.028 -0.352  0.775
2 S -0.641 0.334 -3.654  0.620
3 S -0.454 -0.228 1.889  0.363
4 S 2.546 0.222 -0.509  0.203
5 P -1.344 -1.923 1.108  0.537
6 P 1.056 -2.492 -0.555  0.837
7 O -1.674 1.160 -4.200  -0.274
8 O -0.783 -1.089 -3.612  -0.289
9 N -0.413 0.787 -2.077  -0.249
10 N -0.246 2.041 -0.300  -0.091
11 C 3.348 1.372 -5.539  -0.253
12 C 0.723 -3.498 -3.119  -0.093
13 C 2.937 -5.420 1.518  -0.061
14 C 1.621 -3.078 -2.143  -0.384
15 C -0.698 -4.322 4.331  -0.060
16 C -3.095 -1.647 0.864  -0.346
17 C 2.574 -3.937 -4.590  -0.058
18 C -0.794 4.316 -0.046  -0.044
19 C -3.514 -1.081 -0.341  -0.075
20 C 3.470 -3.520 -3.611  -0.073
21 C -0.332 3.128 0.469  -0.101
22 C 3.320 -4.773 2.684  -0.059
23 C -5.773 -1.093 0.475  -0.059
24 C -4.859 -0.805 -0.530  -0.056
25 C 1.208 -3.928 -4.345  -0.054
26 C 4.681 1.727 -6.134  -0.040
27 C -5.353 -1.664 1.668  -0.062
28 C 0.887 0.740 -4.424  -0.280
29 C 3.041 -3.425 2.864  -0.060
30 C 2.274 2.256 -5.638  -0.023
31 C -0.819 -3.199 3.525  -0.097
32 C 1.935 -0.164 -4.319  -0.051
33 C 2.366 -2.720 1.881  -0.102
34 C -0.614 2.067 -1.600  -0.381
35 C -1.097 3.228 -2.191  0.019
36 C -0.548 -1.988 -0.426  -0.627
37 C -4.011 -1.945 1.869  -0.068
38 C 3.159 0.160 -4.877  -0.017
39 C -1.241 -5.732 2.453  -0.061
40 C -0.904 -5.584 3.793  -0.058
41 C -1.373 -4.616 1.644  -0.075
42 C 1.043 1.949 -5.084  -0.043
43 C 2.263 -4.725 0.527  -0.077
44 C -1.175 4.352 -1.387  -0.021
45 C -1.156 -3.350 2.186  -0.364
46 C 2.997 -3.089 -2.384  -0.101
47 C 1.966 -3.376 0.716  -0.351
48 H 4.535 -3.530 -3.806  0.112
49 H 3.852 -5.319 3.452  0.112
50 H 1.779 -1.112 -3.823  0.080
51 H 5.178 2.487 -5.526  0.090
52 H -5.194 -0.376 -1.464  0.114
53 H 3.685 -2.752 -1.617  0.110
54 H -6.823 -0.880 0.323  0.112
55 H 2.161 -1.666 2.006  0.061
56 H 0.516 -4.250 -5.111  0.117
57 H -0.339 -3.456 -2.926  0.103
58 H -1.405 -6.718 2.041  0.112
59 H -3.678 -2.399 2.794  0.110
60 H -2.795 -0.890 -1.129  0.086
61 H -0.804 -6.459 4.422  0.112
62 H 1.972 -5.224 -0.389  0.114
63 H -0.863 5.195 0.577  0.113
64 H 2.401 3.192 -6.168  0.122
65 H -0.024 3.016 1.500  0.119
66 H -0.642 -2.211 3.932  0.087
67 H 4.567 2.136 -7.137  0.086
68 H 5.335 0.858 -6.186  0.078
69 H 3.358 -2.919 3.766  0.113
70 H 3.165 -6.469 1.378  0.112
71 H -1.547 5.275 -1.813  0.122
72 H -0.437 -4.211 5.375  0.113
73 H -1.642 -4.727 0.600  0.118
74 H -1.416 3.234 -3.220  0.105
75 H 3.980 -0.544 -4.808  0.113
76 H -6.072 -1.896 2.443  0.112
77 H 0.203 2.623 -5.184  0.112
78 H 2.947 -4.271 -5.549  0.113

Cartesian forces (eV/Å) of the 3 atoms listed first:
-0.778 -0.067 -0.161
0.123 -0.115 0.053
-0.138 0.065 0.196

=====

No. 3
Here is a molecular structure, C37H32Br2NOP2W at a distorted geometry from the OMol25 dataset. Energies are from ωB97M-V/def2-TZVPD.

Summary:
- Charge: +3
- Highest occupied orbital energy: -0.60704 hartree
- Multiplicity: 1
- Strongest force on any atom: 1.87 eV Å⁻¹
- E: -202887.947 eV
- Relative energy (zero: lowest compared OMol25 entry of this formula, charge and spin): 31.27 kcal/mol

Each line ends with the Löwdin charge.
Element x y z (Å)
1 W -0.212 0.330 -0.579  1.506
2 Br 3.722 5.823 -2.946  0.944
3 Br 0.797 4.628 1.716  0.914
4 P -2.164 -0.323 0.841  1.005
5 P 1.118 -0.658 1.224  0.955
6 O 0.321 1.967 0.091  -0.265
7 N 1.111 1.289 -2.143  0.004
8 C 2.739 2.856 -3.783  0.050
9 C -2.695 2.663 -1.951  -0.013
10 C -2.761 0.536 -3.117  -0.040
11 C -4.759 -1.064 0.443  -0.069
12 C 3.549 0.625 1.728  -0.063
13 C 2.326 3.366 -2.536  -0.154
14 C -2.540 2.097 -0.740  -0.093
15 C 2.348 1.592 -4.162  0.016
16 C 3.303 -0.486 -0.409  -0.109
17 C 5.357 0.629 0.140  -0.025
18 C -2.350 0.666 -0.612  -0.495
19 C 1.125 -5.153 1.969  -0.020
20 C -1.849 0.704 2.302  -0.273
21 C -2.852 1.864 -3.160  -0.029
22 C 1.520 2.538 -1.760  -0.162
23 C -0.885 -0.872 -2.142  -0.179
24 C 4.840 0.995 1.375  -0.032
25 C 0.626 0.152 2.786  -0.289
26 C 1.077 2.938 -0.506  -0.326
27 C -0.835 -0.012 3.218  -0.243
28 C 0.037 -3.232 1.027  -0.118
29 C -4.544 -3.385 1.988  -0.031
30 C 4.590 -0.112 -0.756  -0.042
31 C 2.651 4.645 -1.985  -0.596
32 C 1.392 4.151 0.016  -0.585
33 C 2.781 -0.123 0.837  -0.389
34 C 0.048 -4.591 1.297  -0.046
35 C -2.367 -0.213 -1.889  -0.302
36 C 2.193 5.023 -0.750  -0.112
37 C 1.105 -2.434 1.440  -0.352
38 C -3.428 -2.582 1.812  -0.076
39 C -3.547 -1.421 1.045  -0.349
40 C 2.202 -3.004 2.095  -0.056
41 C -5.860 -1.883 0.626  -0.027
42 C 2.202 -4.365 2.360  -0.025
43 C -5.750 -3.042 1.388  -0.013
44 C 1.537 0.835 -3.318  -0.073
45 H -2.796 3.740 -2.021  0.132
46 H -3.114 2.364 -4.084  0.130
47 H -2.490 -2.853 2.282  0.096
48 H -1.467 1.675 1.987  0.079
49 H 3.160 0.912 2.698  0.109
50 H -0.934 0.398 4.222  0.134
51 H -6.616 -3.679 1.519  0.131
52 H 3.051 -2.399 2.391  0.119
53 H 3.369 3.454 -4.431  0.114
54 H -2.548 2.701 0.156  0.123
55 H -2.959 -0.069 -3.996  0.140
56 H 5.007 -0.413 -1.708  0.122
57 H -2.803 0.862 2.805  0.118
58 H -0.777 -5.215 0.976  0.123
59 H 1.277 -0.314 3.530  0.116
60 H 6.369 0.912 -0.123  0.127
61 H 2.446 5.996 -0.352  0.121
62 H -4.854 -0.151 -0.132  0.118
63 H -1.073 -1.076 3.311  0.107
64 H 2.657 1.173 -5.109  0.134
65 H -4.472 -4.282 2.589  0.127
66 H 5.446 1.558 2.073  0.126
67 H -0.789 -2.811 0.472  0.058
68 H -3.026 -1.061 -1.710  0.142
69 H -0.603 -0.739 -3.176  0.056
70 H 0.895 1.207 2.711  0.086
71 H 2.721 -1.094 -1.090  0.103
72 H 1.133 -6.216 2.179  0.129
73 H 1.238 -0.165 -3.598  0.116
74 H -0.906 -1.942 -1.935  0.085
75 H -6.808 -1.615 0.176  0.129
76 H 3.048 -4.812 2.866  0.129

Cartesian forces (eV/Å) of the 3 atoms listed first:
-1.159 -0.976 -1.089
0.103 0.103 -0.123
-0.027 0.035 0.037